{"formula": "C16H24O12", "method": "ωB97M-V/def2-TZVPD", "de_lowest_kcal_mol": 121.18, "energy_ev": -41547.1125, "largest_force_ev_per_a": 8.9, "e_lumo_ev": 0.074, "smiles": "C[C@H]1COC(=O)O1.C[C@H]1COC(=O)O1.C[C@H]1COC(=O)O1.C[C@H]1COC(=O)O1", "gap_ev": 10.2, "total_charge": 0, "symbols": ["H", "C", "C", "C", "H", "H", "C", "O", "H", "C", "H", "O", "O", "H", "H", "C", "H", "C", "C", "O", "C", "C", "H", "H", "O", "H", "H", "O", "H", "H", "C", "H", "H", "H", "H", "C", "H", "H", "H", "O", "H", "H", "O", "O", "C", "C", "O", "O", "H", "O", "C", "C"], "positions_angstrom": [[34.7200, 36.4050, 12.3740], [36.6660, 33.4930, 13.2740], [34.5530, 38.4410, 12.4130], [36.8430, 38.2030, 19.5970], [40.1610, 33.2670, 13.9950], [35.6670, 38.4990, 13.0460], [34.6730, 37.2180, 11.5970], [33.4660, 38.2260, 13.2820], [38.8380, 32.5270, 15.0520], [36.5640, 36.8980, 18.7580], [35.4260, 37.3520, 10.8930], [37.6550, 35.6010, 10.7000], [36.9330, 36.8790, 17.3330], [36.4080, 39.0880, 19.2350], [38.3460, 36.9660, 13.8500], [38.0810, 33.0940, 13.0400], [36.7580, 33.9610, 14.1310], [40.0620, 37.7850, 15.7410], [39.0890, 33.1830, 14.1790], [36.3830, 34.4780, 12.1890], [35.8790, 36.4700, 16.6190], [39.3250, 39.7160, 13.1170], [34.4990, 39.9210, 10.6670], [39.0090, 37.9330, 16.0920], [35.8900, 36.3120, 15.4060], [36.4760, 38.3880, 20.5270], [38.0050, 38.4860, 19.4650], [31.3040, 38.9350, 13.3910], [37.0490, 36.1010, 19.0930], [36.0120, 32.6830, 13.2550], [34.1910, 39.7990, 11.7710], [39.3540, 37.0540, 12.4710], [34.3620, 37.4100, 19.0750], [34.3960, 40.6090, 12.5890], [38.9900, 34.1570, 14.6340], [40.3030, 38.1280, 14.2750], [40.7770, 38.3760, 16.3700], [40.5210, 36.8010, 15.9220], [41.1740, 37.6130, 13.8260], [38.4920, 34.1460, 12.1440], [38.1410, 32.2080, 12.3360], [33.7600, 37.0070, 11.1590], [40.3570, 39.3970, 13.7940], [39.0270, 40.8840, 12.7670], [39.1140, 37.5980, 13.3840], [37.4810, 34.7950, 11.5620], [34.7310, 36.2250, 17.4270], [38.4870, 38.7840, 12.9620], [35.0750, 35.7800, 19.4190], [32.7760, 39.7240, 11.8940], [32.4630, 38.9760, 12.9690], [35.1150, 36.5540, 18.7890]], "atomic_forces_ev_per_a": [[0.924, 0.478, -1.150], [0.934, -0.013, -3.829], [4.301, 0.949, 1.365], [4.755, -0.261, -4.349], [-0.175, -1.115, -0.804], [-3.419, 0.229, -1.429], [-0.468, -0.697, 2.449], [0.886, -0.787, 2.305], [0.483, 0.006, -0.989], [-1.568, 4.304, -0.554], [1.616, -0.583, -1.067], [-0.598, 0.002, -0.184], [-0.707, 0.860, 0.869], [-0.923, 0.966, -1.996], [0.329, 0.303, 0.496], [2.098, -0.638, -3.047], [-0.996, 2.788, 4.385], [1.459, 1.408, 0.784], [-0.914, -0.108, 1.810], [-2.202, -1.510, 1.374], [-1.761, -0.683, -1.932], [-2.817, 8.303, -1.707], [-0.365, 0.183, 2.084], [1.022, -0.391, -0.349], [0.014, 0.256, 2.777], [-0.577, -1.272, 3.387], [-2.477, -0.852, 0.919], [3.048, 0.007, -0.276], [2.506, -3.039, 1.932], [-1.423, -0.917, -0.116], [0.220, 0.238, 1.307], [0.721, -0.050, 0.040], [1.730, -1.538, -0.164], [0.808, -0.899, -2.233], [-0.730, 0.742, 0.090], [-0.971, -4.552, -1.721], [-0.853, 0.102, -0.358], [-0.992, -0.143, -0.258], [0.016, 0.156, 1.010], [1.799, 0.104, -0.416], [0.153, 0.297, 1.451], [-1.956, -0.200, -1.492], [3.053, 2.079, 1.769], [1.634, -2.969, 0.701], [-0.706, -1.778, 0.038], [1.595, 0.414, 0.364], [2.797, 0.166, -0.607], [-2.029, -2.545, -0.491], [-1.224, -3.212, 2.213], [-0.902, 0.700, -0.809], [-4.678, 0.451, -0.995], [-2.468, 4.259, -2.592]]}